Arrangement A

Below is an isolated molecule of C3H5N3S2, with properties calculated with ωB97M-V with the def2-TZVPD basis set.

Last columns: bonded neighbours and bond lengths (Å).
Element x y z (Å)
1 C -2.645 0.832 -0.104  C2 1.497, H6 1.072, N10 1.232
2 C -1.381 0.031 -0.157  C1 1.497, H7 1.240, N11 1.292
3 C 2.496 0.485 -0.139  H8 1.163, S12 1.829, S13 1.551
4 H -3.783 -1.668 -0.015  N9 1.270
5 H -5.454 -0.558 0.866  N9 1.244
6 H -2.610 1.898 -0.006  C1 1.072
7 H -1.579 -1.166 0.100  C2 1.240
8 H 2.151 1.580 0.044  C3 1.163
9 N -4.586 -0.684 -0.016  H4 1.270, H5 1.244, N10 1.448
10 N -3.816 0.533 0.136  C1 1.232, N9 1.448
11 N -0.179 0.486 -0.026  C2 1.292, S12 1.717
12 S 1.083 -0.676 -0.087  C3 1.829, N11 1.717
13 S 3.950 0.019 0.134  C3 1.551

The LUMO energy is -0.5 eV. Its spin multiplicity is 1. The value obtained for the HOMO energy is -8.81 eV.

=====

Arrangement B

Below is an isolated molecule of C3H5N3S2, with properties calculated with ωB97M-V with the def2-TZVPD basis set.

Last columns: bonded neighbours and bond lengths (Å).
Element x y z (Å)
1 C -0.350 1.268 -1.180  C2 1.529, H5 1.132, H6 1.099, S12 1.777
2 C -0.287 0.306 0.006  C1 1.529, N9 1.312, N11 1.345
3 C -0.471 -0.546 1.968  N9 1.358, N10 1.355, S13 1.667
4 H 1.626 0.922 -2.354  S12 1.356
5 H -1.452 1.497 -1.302  C1 1.132
6 H 0.191 2.187 -0.915  C1 1.099
7 H 0.735 -2.249 1.453  N10 1.054
8 H 0.453 -1.546 -0.873  N11 1.060
9 N -0.731 0.554 1.215  C2 1.312, C3 1.358
10 N 0.142 -1.433 1.148  C3 1.355, H7 1.054, N11 1.344
11 N 0.352 -0.877 -0.058  C2 1.345, H8 1.060, N10 1.344
12 S 0.337 0.712 -2.722  C1 1.777, H4 1.356
13 S -0.543 -0.795 3.615  C3 1.667

The LUMO energy is 0.2 eV. Its spin multiplicity is 1. The value obtained for the HOMO energy is -7.88 eV.

=====

So which one wins? Going from most stable to least: arrangement B, arrangement A.

=====

Arrangement A

Below is a cluster of 2 separate species, C4H13N4O in total, with properties calculated with ωB97M-V with the def2-TZVPD basis set.

Last columns: bonded neighbours and bond lengths (Å).
Element x y z (Å)
1 C 1.798 1.327 -0.730  N4 1.478, H11 1.061, H12 1.087, H13 1.083
2 C 1.819 -1.089 -0.480  N3 1.313, N4 1.338, N5 1.352
3 N 0.902 -0.988 0.454  C2 1.313, H6 1.008, H7 1.005
4 N 2.269 -0.014 -1.136  C1 1.478, C2 1.338, H8 1.010
5 N 2.294 -2.313 -0.806  C2 1.352, H9 0.998, H10 1.005
6 H 0.397 -0.120 0.545  N3 1.008
7 H 0.675 -1.792 1.013  N3 1.005
8 H 2.310 -0.166 -2.134  N4 1.010
9 H 2.573 -2.559 -1.732  N5 0.998
10 H 2.523 -2.979 -0.088  N5 1.005
11 H 0.738 1.314 -0.776  C1 1.061
12 H 2.033 2.025 -1.530  C1 1.087
13 H 2.229 1.637 0.213  C1 1.083
14 C -1.668 1.309 1.830  C15 1.522, H18 1.085, H19 1.080, H22 1.092
15 C -2.218 0.670 0.562  C14 1.522, O16 1.222, N17 1.356
16 O -1.532 0.114 -0.284  C15 1.222
17 N -3.569 0.756 0.482  C15 1.356, H20 1.008, H21 1.008
18 H -0.585 1.238 1.861  C14 1.085
19 H -2.066 0.911 2.751  C14 1.080
20 H -4.082 0.233 -0.210  N17 1.008
21 H -4.053 0.859 1.360  N17 1.008
22 H -2.001 2.350 1.820  C14 1.092

The LUMO energy is -2.7 eV. Its total charge is +1. Its spin multiplicity is 1. The value obtained for the HOMO energy is -13.41 eV.

=====

Arrangement B

Below is a cluster of 2 separate species, C4H13N4O in total, with properties calculated with ωB97M-V with the def2-TZVPD basis set.

Last columns: bonded neighbours and bond lengths (Å).
Element x y z (Å)
1 C 0.519 -1.270 -2.967  C2 1.503, H5 1.090, H6 1.068, H9 1.091
2 C -0.602 -0.492 -2.337  C1 1.503, O3 1.223, N4 1.349
3 O -1.245 -0.934 -1.395  C2 1.223
4 N -0.916 0.658 -2.968  C2 1.349, H7 0.995, H8 0.999
5 H 0.370 -1.362 -4.042  C1 1.090
6 H 0.597 -2.281 -2.633  C1 1.068
7 H -1.666 1.202 -2.605  N4 0.995
8 H -0.234 1.111 -3.541  N4 0.999
9 H 1.500 -0.849 -2.742  C1 1.091
10 C 1.539 1.405 2.373  N13 1.473, H20 1.083, H21 1.083, H22 1.086
11 C -0.332 -0.142 1.772  N12 1.328, N13 1.351, N14 1.325
12 N -1.137 -0.892 2.516  C11 1.328, H15 1.010, H16 1.004
13 N 0.954 0.076 2.122  C10 1.473, C11 1.351, H17 1.009
14 N -0.891 0.582 0.813  C11 1.325, H18 0.999, H19 1.016
15 H -0.747 -1.558 3.169  N12 1.010
16 H -2.039 -1.203 2.206  N12 1.004
17 H 1.417 -0.765 2.430  N13 1.009
18 H -0.353 1.305 0.383  N14 0.999
19 H -1.583 0.183 0.185  N14 1.016
20 H 2.504 1.532 1.898  C10 1.083
21 H 1.502 1.585 3.440  C10 1.083
22 H 0.845 2.110 1.924  C10 1.086

The LUMO energy is -2.8 eV. Its total charge is +1. Its spin multiplicity is 1. The value obtained for the HOMO energy is -13.46 eV.

=====

Arrangement C

Below is a cluster of 2 separate species, C4H13N4O in total, with properties calculated with ωB97M-V with the def2-TZVPD basis set.

Last columns: bonded neighbours and bond lengths (Å).
Element x y z (Å)
1 C 0.594 -3.279 -2.384  N4 1.508, H11 1.082, H12 1.001, H13 1.142
2 C 0.732 -1.310 -0.937  N3 1.380, N4 1.335, N5 1.414
3 N 1.463 -0.712 0.068  C2 1.380, H6 1.117, H7 1.045
4 N 0.867 -2.634 -1.049  C1 1.508, C2 1.335, H8 1.053
5 N -0.267 -0.482 -1.500  C2 1.414, H9 0.937, H10 1.074
6 H 2.554 -0.940 0.133  N3 1.117
7 H 1.356 0.308 0.270  N3 1.045
8 H 1.415 -2.944 -0.206  N4 1.053
9 H -0.844 -0.863 -2.133  N5 0.937
10 H -0.561 0.415 -0.990  N5 1.074
11 H -0.471 -3.461 -2.449  C1 1.082
12 H 0.982 -4.195 -2.498  C1 1.001
13 H 0.913 -2.499 -3.154  C1 1.142
14 C -2.063 2.395 1.618  C15 1.505, H18 1.138, H19 1.135, H22 1.168
15 C -0.569 2.270 1.482  C14 1.505, O16 1.242, N17 1.413
16 O -0.054 1.570 0.594  C15 1.242
17 N 0.204 2.845 2.516  C15 1.413, H20 0.994, H21 0.980
18 H -2.286 2.010 0.570  C14 1.138
19 H -2.480 3.447 1.714  C14 1.135
20 H 1.178 2.996 2.647  N17 0.994
21 H -0.231 3.375 3.216  N17 0.980
22 H -2.431 1.686 2.469  C14 1.168

The LUMO energy is -2.8 eV. Its total charge is +1. Its spin multiplicity is 1. The value obtained for the HOMO energy is -13.78 eV.

=====

So which one wins? Going from most stable to least: arrangement A, arrangement B, arrangement C.

=====

Arrangement A

Below is a cluster of 2 separate species, C2H9NS2 in total, with properties calculated with ωB97M-V with the def2-TZVPD basis set.

Last columns: bonded neighbours and bond lengths (Å).
Element x y z (Å)
1 C -0.421 -3.116 -0.691  N2 1.496, H3 1.093, H4 1.093, H5 1.088
2 N 0.584 -2.009 -0.694  C1 1.496, H6 1.011, H7 1.018
3 H -1.416 -2.851 -1.060  C1 1.093
4 H -0.644 -3.375 0.346  C1 1.093
5 H 0.145 -3.934 -1.134  C1 1.088
6 H 1.197 -2.225 -1.469  N2 1.011
7 H 0.231 -1.104 -1.000  N2 1.018
8 C 0.423 2.287 -0.029  S9 1.793, H11 1.094, H12 1.098, H13 1.084
9 S -0.944 3.265 0.593  C8 1.793, S10 2.178
10 S -0.204 3.575 2.618  S9 2.178, H14 1.326
11 H 1.346 2.803 0.251  C8 1.094
12 H 0.376 2.564 -1.091  C8 1.098
13 H 0.485 1.214 0.108  C8 1.084
14 H -1.159 2.907 3.251  S10 1.326

The LUMO energy is 0.3 eV. Its spin multiplicity is 1. The value obtained for the HOMO energy is -8.98 eV.

=====

Arrangement B

Below is a cluster of 2 separate species, C2H9NS2 in total, with properties calculated with ωB97M-V with the def2-TZVPD basis set.

Last columns: bonded neighbours and bond lengths (Å).
Element x y z (Å)
1 S 0.714 1.702 -2.260  S2 2.021, H3 1.341
2 S -1.217 1.132 -2.431  S1 2.021, H4 1.340
3 H 1.309 1.080 -3.287  S1 1.341
4 H -1.237 -0.149 -2.040  S2 1.340
5 C 1.543 -1.658 2.844  C6 1.507, H8 1.092, H9 1.088, H10 1.092
6 C 0.106 -2.086 2.693  C5 1.507, N7 1.471, H11 1.082, H12 1.089
7 N -0.716 -1.601 3.811  C6 1.471, H13 1.003, H14 1.005
8 H 1.623 -0.843 3.567  C5 1.092
9 H 2.210 -2.473 3.115  C5 1.088
10 H 1.954 -1.206 1.939  C5 1.092
11 H -0.341 -1.729 1.775  C6 1.082
12 H 0.075 -3.174 2.722  C6 1.089
13 H -1.485 -2.203 4.041  N7 1.003
14 H -0.189 -1.289 4.607  N7 1.005

The LUMO energy is 0.4 eV. Its spin multiplicity is 1. The value obtained for the HOMO energy is -8.86 eV.

=====

So which one wins? Going from most stable to least: arrangement B, arrangement A.

=====

Arrangement A

Below is a cluster of 2 separate species, C2H6N2O2 in total, with properties calculated with ωB97M-V with the def2-TZVPD basis set.

Last columns: bonded neighbours and bond lengths (Å).
Element x y z (Å)
1 C 1.525 0.669 1.162  O5 1.217, H7 1.034, H8 1.085
2 C -1.195 0.140 -1.468  N4 1.473, H9 1.060, H10 1.137, H11 1.099
3 N 0.215 -0.901 0.033  N4 1.276, H12 0.976
4 N -0.563 -1.091 -0.960  C2 1.473, N3 1.276, O6 1.228
5 O 1.169 1.778 0.811  C1 1.217
6 O -0.825 -2.144 -1.534  N4 1.228
7 H 1.322 0.144 2.030  C1 1.034
8 H 2.059 0.025 0.470  C1 1.085
9 H -0.810 0.831 -0.762  C2 1.060
10 H -0.991 0.179 -2.585  C2 1.137
11 H -2.280 -0.032 -1.460  C2 1.099
12 H 0.841 -1.599 0.304  N3 0.976

The LUMO energy is 0.3 eV. Its spin multiplicity is 1. The value obtained for the HOMO energy is -9.69 eV.

=====

Arrangement B

Below is an isolated molecule of C2H6N2O2, with properties calculated with ωB97M-V with the def2-TZVPD basis set.

Last columns: bonded neighbours and bond lengths (Å).
Element x y z (Å)
1 N -0.750 0.933 0.465  C2 1.400, O5 1.408, H9 1.018
2 C -0.060 -0.233 0.109  N1 1.400, N3 1.396, C4 1.338
3 N -0.866 -1.363 -0.044  C2 1.396, H10 1.009, H11 1.012
4 C 1.265 -0.231 -0.077  C2 1.338, O6 1.394, H12 1.079
5 O -2.026 1.081 -0.114  N1 1.408, H7 0.972
6 O 1.981 0.966 -0.089  C4 1.394, H8 0.960
7 H -1.968 0.963 -1.076  O5 0.972
8 H 2.890 0.785 0.159  O6 0.960
9 H -0.182 1.762 0.303  N1 1.018
10 H -0.383 -2.234 0.114  N3 1.009
11 H -1.716 -1.287 0.499  N3 1.012
12 H 1.816 -1.142 -0.249  C4 1.079

The LUMO energy is 0.8 eV. Its spin multiplicity is 1. The value obtained for the HOMO energy is -7.46 eV.

=====

So which one wins? Going from most stable to least: arrangement B, arrangement A.